This record from the OMol25 dataset describes a molecular structure, C42H39As2N5V in a non-equilibrium geometry. The level of theory is the ωB97M-V functional and the def2-TZVPD basis.

Last column: Löwdin charge in e.
Cartesian coordinates (Å):
V -0.550 1.036 -0.815  0.81
C -0.125 3.762 -2.240  -0.05
N -0.919 3.324 -1.070  -0.06
C -2.385 3.410 -1.235  -0.07
C -2.891 2.131 -1.821  -0.25
N -2.191 0.990 -1.787  0.00
C -2.966 0.016 -2.430  -0.18
C -2.701 -1.313 -2.740  0.00
C -3.680 -1.999 -3.432  -0.03
C -4.891 -1.394 -3.794  -0.02
C -5.162 -0.072 -3.495  0.03
C -4.168 0.619 -2.819  -0.15
N -4.067 1.953 -2.412  0.23
C 0.717 2.632 -2.736  -0.24
N 0.553 1.370 -2.320  0.01
C 1.457 0.579 -3.056  -0.19
C 1.676 -0.794 -3.087  -0.02
C 2.673 -1.253 -3.926  -0.02
C 3.424 -0.382 -4.724  -0.02
C 3.187 0.979 -4.732  0.03
C 2.187 1.436 -3.887  -0.15
N 1.677 2.714 -3.648  0.23
H -0.781 4.096 -3.050  0.15
H 0.517 4.605 -1.980  0.16
H -0.655 3.892 -0.271  0.14
H -2.845 3.557 -0.254  0.15
H -2.690 4.260 -1.851  0.15
H -1.767 -1.789 -2.467  0.09
H -3.507 -3.031 -3.705  0.12
H -5.627 -1.973 -4.333  0.13
H -6.098 0.395 -3.770  0.13
H -4.782 2.656 -2.543  0.20
H 1.072 -1.479 -2.510  0.07
H 2.864 -2.317 -3.980  0.13
H 4.198 -0.782 -5.365  0.13
H 3.742 1.649 -5.376  0.13
H 1.986 3.561 -4.107  0.20
C -1.088 -1.138 1.675  -0.35
C -1.850 0.193 1.724  -0.43
As -1.200 1.820 2.743  1.32
C 0.740 1.888 2.424  -0.39
C 1.618 2.224 3.452  -0.07
C 2.922 2.610 3.169  -0.02
C 3.369 2.695 1.857  -0.04
C 2.517 2.360 0.817  -0.08
C 1.233 1.957 1.132  -0.20
C -1.220 1.189 4.581  -0.43
C -2.001 1.886 5.496  -0.12
C -1.999 1.513 6.833  -0.05
C -1.225 0.441 7.252  -0.04
C -0.443 -0.256 6.340  -0.06
C -0.431 0.120 5.006  -0.13
As 0.054 -1.244 0.079  1.31
C -0.173 -3.074 -0.546  -0.38
C 0.953 -3.769 -0.986  -0.11
C 0.823 -5.079 -1.420  -0.04
C -0.425 -5.688 -1.429  -0.04
C -1.544 -4.996 -0.988  -0.05
C -1.424 -3.685 -0.553  -0.12
C 1.850 -1.408 0.800  -0.39
C 2.947 -0.826 0.178  -0.13
C 4.213 -0.977 0.723  -0.05
C 4.387 -1.712 1.885  -0.04
C 3.298 -2.335 2.482  -0.04
C 2.033 -2.192 1.938  -0.10
H -1.800 -1.962 1.616  0.08
H -0.487 -1.305 2.564  0.05
H -2.840 0.050 2.160  0.08
H -2.069 0.527 0.690  -0.01
H 1.269 2.201 4.476  0.11
H 3.594 2.867 3.978  0.13
H 4.374 3.031 1.640  0.12
H 2.851 2.420 -0.212  0.11
H 0.542 1.704 0.314  -0.02
H -2.615 2.717 5.172  0.10
H -2.597 2.065 7.545  0.12
H -1.220 0.153 8.295  0.12
H 0.178 -1.079 6.669  0.12
H 0.229 -0.397 4.319  0.09
H 1.928 -3.298 -0.961  0.10
H 1.698 -5.628 -1.739  0.12
H -0.523 -6.705 -1.783  0.12
H -2.511 -5.482 -0.979  0.12
H -2.306 -3.153 -0.214  0.10
H 2.813 -0.289 -0.753  0.08
H 5.068 -0.518 0.243  0.12
H 5.375 -1.817 2.314  0.12
H 3.437 -2.944 3.365  0.12
H 1.195 -2.721 2.379  0.11

Values from the calculation:
Energy relative to the best compared isomer or geometry (same formula, charge and spin), kcal/mol: 35.4
Max |F|, eV/Å: 1.77
Total charge: +3
Gap between HOMO and LUMO (alpha / beta), eV: 5.2300 / 6.1821
Spin multiplicity: 3
Highest occupied orbital energy (alpha / beta), eV: -15.6260 / -15.6256



This record from the OMol25 dataset describes a molecular structure, C42H39BN13PSSn in a non-equilibrium geometry. The level of theory is the ωB97M-V functional and the def2-TZVPD basis.

Last column: Löwdin charge in e.
Cartesian coordinates (Å):
Sn -1.437 -0.729 1.225  1.57
C -4.234 1.958 2.516  0.00
C -4.028 0.680 1.954  -0.07
N -2.879 0.171 2.494  -0.11
N -2.438 1.094 3.527  0.07
C -3.208 2.210 3.428  0.01
B -0.908 1.206 3.943  -0.63
N -0.379 -0.243 4.155  0.05
C 0.470 -0.706 5.131  -0.02
C 0.986 -1.919 4.758  -0.03
C 0.471 -2.177 3.464  -0.08
N -0.358 -1.160 3.106  -0.08
N -0.125 1.810 2.715  0.05
C 0.585 2.951 2.494  0.00
C 1.055 2.971 1.148  0.01
C 0.636 1.739 0.612  -0.11
N -0.088 1.048 1.521  -0.09
N -0.712 2.114 5.190  -0.05
C -1.337 1.899 6.377  -0.08
C -0.656 2.584 7.385  -0.02
C 0.389 3.221 6.712  -0.10
N 0.394 2.880 5.394  0.05
H -5.066 2.657 2.290  0.14
H -4.697 0.094 1.295  0.15
H -3.042 3.093 4.083  0.17
H 0.641 -0.175 6.045  0.14
H 1.616 -2.554 5.350  0.12
H 0.596 -3.017 2.816  0.11
H 0.721 3.596 3.329  0.10
H 1.477 3.769 0.591  0.11
H 0.755 1.396 -0.437  0.13
H -2.246 1.389 6.342  0.11
H -0.870 2.580 8.456  0.12
H 1.188 3.788 7.108  0.10
C 5.082 -2.777 -0.714  -0.08
C 4.646 -1.610 -1.292  -0.08
C 3.289 -1.467 -1.587  -0.13
C 2.377 -2.464 -1.313  -0.38
C 2.807 -3.680 -0.743  -0.07
C 4.159 -3.801 -0.460  -0.08
P 0.640 -2.091 -1.748  1.07
C 0.337 -2.802 -3.421  -0.38
C -0.956 -3.224 -3.765  -0.12
C -1.205 -3.888 -4.975  -0.04
C -0.160 -4.090 -5.899  -0.05
C 1.091 -3.577 -5.619  -0.07
C 1.344 -2.928 -4.425  -0.07
C -0.373 -3.155 -0.719  -0.42
C -0.354 -4.549 -0.966  -0.07
C -0.951 -5.519 -0.146  -0.02
C -1.706 -5.086 0.911  -0.02
C -1.692 -3.690 1.216  -0.14
C -1.084 -2.713 0.439  -0.32
H 6.170 -2.889 -0.485  0.13
H 5.338 -0.811 -1.587  0.12
H 2.948 -0.572 -2.060  0.09
H 2.150 -4.514 -0.412  0.11
H 4.437 -4.712 0.083  0.11
H -1.757 -3.117 -3.022  0.11
H -2.213 -4.222 -5.216  0.12
H -0.276 -4.643 -6.802  0.11
H 1.909 -3.751 -6.334  0.13
H 2.331 -2.508 -4.163  0.11
H 0.215 -4.946 -1.821  0.13
H -0.823 -6.566 -0.417  0.14
H -2.160 -5.791 1.615  0.13
H -2.097 -3.290 2.179  0.10
N -5.612 7.462 -7.991  0.18
C -5.095 6.652 -7.311  -0.17
C -4.408 5.690 -6.517  -0.24
C -3.026 5.517 -6.524  -0.01
C -2.443 4.470 -5.831  0.00
C -3.266 3.584 -5.085  -0.18
C -4.604 3.930 -4.879  -0.01
C -5.182 4.985 -5.593  -0.01
N -2.768 2.391 -4.516  -0.01
C -1.440 1.890 -4.692  0.01
C -1.446 0.739 -3.913  -0.18
N -2.639 0.528 -3.327  0.03
C -3.399 1.509 -3.705  -0.18
H -2.417 6.103 -7.240  0.14
H -1.380 4.271 -5.997  0.11
H -5.231 3.373 -4.129  0.12
H -6.277 5.150 -5.458  0.14
H -0.685 2.386 -5.266  0.10
H -0.680 0.005 -3.801  0.06
H -4.435 1.633 -3.412  0.12
C 5.531 1.867 4.216  -0.08
N 5.850 0.460 4.090  -0.01
C 5.024 -0.430 3.514  -0.74
N 5.498 -1.697 3.441  0.16
S 3.518 0.095 2.889  0.96
H 4.686 2.074 4.867  0.09
H 5.282 2.330 3.273  0.08
H 6.405 2.421 4.577  0.12
H 6.622 0.140 4.670  0.17
H 6.422 -1.925 3.779  0.14
H 4.861 -2.380 3.020  0.12

Values from the calculation:
Energy relative to the best compared isomer or geometry (same formula, charge and spin), kcal/mol: 50.1
Max |F|, eV/Å: 3.78
Total charge: +3
Gap between HOMO and LUMO (alpha / beta), eV: 3.4105 / 2.0670
Spin multiplicity: 2
Highest occupied orbital energy (alpha / beta), eV: -13.5452 / -13.5452